i:
2 unconnected molecules or ions with the total composition C4H7N3Si. Source: OMol25; level of theory: ωB97M-V/def2-TZVPD.

```
15
Properties=species:S:1:pos:R:3
C 0.11714 -0.00257 -2.70304
C 0.90419 -0.84821 -1.95056
C -0.92731 0.48758 -2.01051
C -0.08577 -0.27773 -0.15844
N 0.94134 -0.84232 -0.67637
N -1.06825 0.40247 -0.67941
N 0.24278 -0.91867 2.26006
Si -0.22550 0.54413 3.05753
H 0.08597 -0.08700 -3.79328
H 1.71969 -1.39495 -2.49989
H -1.57470 1.17756 -2.55603
H 1.14897 -1.01627 1.84318
H 0.32188 1.94268 2.52606
H -1.68402 0.53851 2.96690
H 0.08358 0.29478 4.37378
```

## Properties
E_HOMO (spin up / spin down): -10.0 / -9.2 eV
orbital gap (spin up / spin down): 9.83 / 8.69 eV


ii:
2 unconnected molecules or ions with the total composition C4H7N3Si. Source: OMol25; level of theory: ωB97M-V/def2-TZVPD.

```
15
Properties=species:S:1:pos:R:3
C 1.09218 2.95920 -0.44987
C 0.95680 2.58580 0.90027
C 0.88887 1.88313 -1.34311
C 0.36451 0.55019 0.28166
N 0.54612 1.35302 1.23312
N 0.58398 0.64292 -0.94483
N 0.25350 -1.85568 1.15845
Si -0.75198 -2.50941 0.03080
H 1.35424 3.98845 -0.80877
H 1.07868 3.20660 1.75705
H 1.02143 1.92230 -2.40079
H -0.04639 -1.36991 2.01861
H 0.02002 -3.50533 -0.63630
H -2.02031 -3.20281 0.73653
H -1.10998 -1.21881 -0.78889
```

## Properties
E_HOMO (spin up / spin down): -9.5 / -8.6 eV
orbital gap (spin up / spin down): 9.54 / 7.87 eV


Which structure is the least stable? The one labeled ii.


i:
2 unconnected molecules or ions with the total composition C6H9NO2. Source: OMol25; level of theory: ωB97M-V/def2-TZVPD.

```
18
Properties=species:S:1:pos:R:3
O -1.02120 0.36428 -3.21674
C -1.30870 -0.47232 -2.39355
C -0.40577 -0.88985 -1.27445
C 0.80642 -0.03060 -0.88320
C 0.47943 -0.30713 0.59937
C -0.94476 -0.79562 0.19361
C -1.99817 0.19981 0.40570
N -2.79000 1.04701 0.48823
H -2.28206 -1.00995 -2.44297
H -0.12899 -1.93897 -1.46559
H 1.78560 -0.35584 -1.25275
H 0.65587 1.02285 -1.15287
H 1.05889 -1.14233 1.00955
H 0.51991 0.56843 1.25616
H -1.27414 -1.74207 0.64051
O 2.44156 2.00019 2.85733
H 2.38372 1.04905 2.98816
H 2.02238 2.43305 3.64351
```

## Properties
E_HOMO: -10.1 eV
SMILES string: N#C[C@@H]1CC[C@@H]1C=O.O
orbital gap: 10.62 eV


ii:
A single C6H9NO2 molecule. Source: OMol25; level of theory: ωB97M-V/def2-TZVPD.

```
18
Properties=species:S:1:pos:R:3
C 1.07702 1.28928 0.25115
C 1.20401 -0.95862 -0.42119
C 0.53816 -1.27960 0.90210
C -0.21499 -0.60706 -0.18095
C -2.31961 0.02348 -0.03802
C -0.27243 0.87891 -0.30728
H 1.12359 1.20755 1.32609
H 1.37323 2.31744 -0.01107
H 2.13752 0.62335 -1.32330
H 1.63499 -1.76466 -1.03209
H 0.14873 -2.29711 1.00258
H 0.77451 -0.84654 1.85696
H -2.81216 -0.40435 0.84184
H -3.03028 0.24507 -0.82183
H -0.29733 1.13741 -1.37617
N 1.96177 0.28716 -0.36023
O -1.48945 -1.01804 -0.60460
O -1.53728 1.16632 0.29601
```

## Properties
E_HOMO: -8.9 eV
SMILES string: C1O[C@H]2CN[C@H]3C[C@]32O1
orbital gap: 9.91 eV


Which structure is the least stable? The one labeled ii.


i:
A single C24H37FN2O2 molecule. Source: OMol25; level of theory: ωB97M-V/def2-TZVPD.

```
66
Properties=species:S:1:pos:R:3
C -6.84889 -0.57366 -1.77956
C -5.94103 -0.85485 -0.61733
C -5.74306 0.05029 0.41736
C -4.90827 -0.24122 1.49114
C -4.75954 0.70022 2.64974
O -4.89130 0.29203 3.79243
N -4.51020 2.01795 2.38246
C -4.44209 2.89745 3.53754
C -3.79883 2.47751 1.19343
C -2.29528 2.62600 1.41801
C -1.63106 1.32303 1.84301
C -0.12348 1.44892 2.01684
C 0.52480 0.13562 2.43347
C 2.03984 0.22280 2.58250
N 2.72056 0.55265 1.34100
C 2.90284 -0.37345 0.36324
O 2.57561 -1.53805 0.51646
C 3.54703 0.15153 -0.90803
C 4.37916 -0.90149 -1.64652
C 3.46014 -1.80549 -2.47384
C 4.22901 -2.88360 -3.22552
C 5.28414 -2.25262 -4.12559
C 6.21264 -1.36083 -3.31122
C 5.47174 -0.27325 -2.52762
C 6.48659 0.54060 -1.72728
C -4.26083 -1.46740 1.54762
C -4.42124 -2.38295 0.52009
C -5.25252 -2.05543 -0.53056
F -5.41448 -2.95093 -1.52842
H -6.29574 -0.58034 -2.71977
H -7.62728 -1.33300 -1.86095
H -7.32523 0.39860 -1.66595
H -6.26425 1.00091 0.39087
H -5.27519 2.68950 4.20289
H -3.51856 2.75848 4.10767
H -4.49481 3.92965 3.19186
H -3.97185 1.77129 0.38524
H -4.22987 3.43534 0.88981
H -1.85018 2.98049 0.48296
H -2.10186 3.40331 2.16368
H -2.07134 0.97372 2.78350
H -1.84499 0.54724 1.09919
H 0.31870 1.79402 1.07605
H 0.09380 2.22091 2.76512
H 0.10409 -0.19322 3.38870
H 0.29532 -0.64351 1.70233
H 2.30696 0.98554 3.31677
H 2.42997 -0.73256 2.93284
H 2.99370 1.50205 1.16230
H 2.74056 0.50133 -1.56249
H 4.14517 1.02889 -0.65796
H 4.88065 -1.52508 -0.89510
H 2.71191 -2.24523 -1.81517
H 2.92701 -1.17675 -3.19988
H 4.71680 -3.54968 -2.50536
H 3.54147 -3.50050 -3.80828
H 5.86111 -3.01911 -4.64802
H 4.78682 -1.65185 -4.89557
H 6.76818 -1.97995 -2.59545
H 6.95827 -0.89171 -3.95901
H 4.97855 0.39117 -3.25143
H 6.92552 -0.07388 -0.93644
H 7.29945 0.87788 -2.37305
H 6.05697 1.42790 -1.26248
H -3.63882 -1.70049 2.40167
H -3.92307 -3.34272 0.52408
```

## Properties
E_HOMO: -9.1 eV
SMILES string: Cc1cc(C(=O)N(C)CCCCCCNC(=O)C[C@H]2CCCC[C@@H]2C)ccc1F
orbital gap: 9.68 eV


ii:
A single C24H37FN2O2 molecule. Source: OMol25; level of theory: ωB97M-V/def2-TZVPD.

```
66
Properties=species:S:1:pos:R:3
C -4.02533 -0.62885 -2.95394
C -3.52256 -1.01000 -1.59184
C -3.71065 -0.21192 -0.47045
C -3.23262 -0.58688 0.78095
C -3.50472 0.22571 2.01341
O -3.93600 -0.31587 3.01825
N -3.30473 1.57855 1.95744
C -3.66622 2.32385 3.15149
C -2.30589 2.20620 1.09919
C -0.96058 2.40484 1.79554
C -0.39568 1.10081 2.34652
C 1.07174 1.20368 2.74038
C 1.63748 -0.11987 3.24549
C 3.16463 -0.17480 3.23990
N 3.71593 0.01698 1.90509
C 3.49786 -0.90207 0.92579
O 3.07404 -2.01866 1.16956
C 3.81176 -0.45683 -0.48916
C 2.62906 -0.76459 -1.41167
C 1.36537 -0.07083 -0.89455
C 0.15030 -0.37526 -1.75999
C 0.40823 0.01763 -3.20932
C 1.66782 -0.66512 -3.73165
C 2.90012 -0.37395 -2.87045
C 4.12272 -1.07740 -3.45115
C -2.56280 -1.79451 0.92729
C -2.34522 -2.60540 -0.17493
C -2.82778 -2.19428 -1.39932
F -2.60609 -2.97883 -2.47676
H -3.20302 -0.55470 -3.66730
H -4.71832 -1.37676 -3.34102
H -4.53832 0.33075 -2.91691
H -4.25379 0.72078 -0.57692
H -4.63116 1.98144 3.51449
H -2.94019 2.18897 3.95875
H -3.72309 3.38213 2.89703
H -2.15670 1.58187 0.22165
H -2.70219 3.16579 0.75604
H -0.26634 2.82508 1.06018
H -1.04773 3.14684 2.59480
H -0.98999 0.76492 3.20297
H -0.49564 0.31946 1.58398
H 1.63231 1.52537 1.85603
H 1.20651 1.98655 3.49522
H 1.27824 -0.32123 4.25837
H 1.27429 -0.93757 2.61782
H 3.58750 0.59852 3.88381
H 3.50166 -1.14138 3.61234
H 3.94814 0.95093 1.61687
H 4.05126 0.61107 -0.52575
H 4.69980 -1.00570 -0.80710
H 2.46046 -1.84715 -1.37128
H 1.17230 -0.38222 0.13505
H 1.53890 1.01482 -0.87570
H -0.05933 -1.44864 -1.70965
H -0.73651 0.13183 -1.36779
H -0.44839 -0.24265 -3.83615
H 0.53066 1.10506 -3.27536
H 1.50718 -1.75005 -3.75257
H 1.86702 -0.35969 -4.76239
H 3.07638 0.71145 -2.89570
H 4.02472 -2.16143 -3.34765
H 4.22502 -0.85293 -4.51442
H 5.04970 -0.77591 -2.96313
H -2.22029 -2.09524 1.90860
H -1.81121 -3.54274 -0.09832
```

## Properties
E_HOMO: -9.1 eV
SMILES string: Cc1cc(C(=O)N(C)CCCCCCNC(=O)C[C@H]2CCCC[C@@H]2C)ccc1F
orbital gap: 9.70 eV


Which structure is the least stable? The one labeled i.